Molecular formula: C4H12S
Method: DFT, the ωB97M-V functional and the def2-TZVPD basis

```
17
C4H12S (the ωB97M-V functional and the def2-TZVPD basis)
C -1.28683 -0.49951 -2.47414
S -2.04576 1.24546 -2.39279
C -3.35094 1.16895 -1.20582
H -0.42001 -0.54338 -1.70654
H -2.04047 -1.27132 -2.27788
H -0.90486 -0.67737 -3.43227
H -2.92238 1.00239 -0.20341
H -4.20080 0.41978 -1.46966
H -3.71342 2.25523 -0.99047
C 2.22684 -1.11789 2.38920
C 2.89016 0.26427 1.73163
H 1.11663 -0.88154 2.41039
H 2.56328 -1.86497 1.63618
H 2.80132 -1.26352 3.28537
H 2.33377 0.61493 0.78668
H 3.92922 0.11067 1.44309
H 3.02427 1.03784 2.47043
```

Kohn-Sham gap = 9.32 eV
HOMO level = -8.49 eV
ΔE to the lowest compared entry with this formula, charge and spin = 29.9 kcal/mol
Structure (SMILES) = CSC.CC